(1)
Entry from OMol25: 10 unconnected molecules or ions with the total composition C22H64N4O10 (wB97M-V/def2-TZVPD).

## Properties
- HOMO-LUMO gap (Eh) = 0.32105
- DFT total energy (a.u.) = -1847.7685
- energy relative to the best compared isomer or geometry (same formula, charge and spin) (kJ/mol) = 702.7
- SMILES string = NC(N)=O.NC(N)=O.CC(C)O.CC(C)O.CC(C)O.CC(C)O.CC(C)O.CC(C)O.CO.CO
- molar mass (Da) = 544.77

```
100
Properties=species:S:1:pos:R:3:mulliken_charge:R:1
C -13.10368 -7.60199 -25.34340 -1.556
C -12.90201 0.13416 -20.76892 -1.252
H -17.94203 -2.10678 -22.58913 0.381
O -10.42342 -2.10056 -20.25355 0.857
H -14.21129 -1.50526 -25.64284 0.144
H -8.14508 -3.20060 -23.93701 0.312
C -8.31346 -2.40773 -23.22681 0.863
H -13.18746 -3.03595 -20.28315 -0.848
H -15.73119 -7.27043 -23.05877 0.308
H -10.17758 -7.50472 -23.54581 0.246
O -14.86176 -2.58257 -22.15480 -0.210
H -10.76044 -5.75761 -23.32141 0.199
C -13.32507 -0.88234 -25.36445 -0.379
H -13.57102 -7.10933 -26.22590 0.347
H -12.91510 -8.63210 -25.37259 0.436
H -15.40143 -4.51246 -23.97710 -0.004
C -16.98832 -2.17668 -22.01708 -1.592
C -13.24265 -3.77655 -19.46032 0.163
H -11.96108 2.53733 -21.69897 0.457
H -10.41342 -4.55067 -24.64929 0.146
O -10.64014 -5.63453 -20.92651 -0.505
H -12.83954 -1.31744 -23.62301 -0.081
H -12.84545 -0.63260 -19.98175 0.076
O -8.60606 -3.06036 -22.18216 -0.595
H -15.82435 -2.22005 -23.75878 0.389
H -7.79050 -3.49183 -21.91941 0.235
H -9.14672 -3.04943 -19.11737 0.452
C -6.96619 -1.76805 -23.01030 -1.822
C -8.69353 -0.93058 -19.29844 -1.566
C -10.58279 -6.79424 -21.70257 0.125
C -10.56542 -2.00632 -17.94213 -1.465
H -6.96447 -0.96108 -22.30950 0.367
H -15.32405 -8.69562 -24.01883 0.433
H -17.11865 -4.31940 -23.76208 0.629
H -10.90192 -8.86231 -21.75410 0.234
H -12.44136 -7.33398 -22.93610 0.210
H -6.54828 -1.48056 -23.93209 0.455
H -13.36768 -3.00655 -22.49634 -0.423
H -16.12364 -4.67200 -19.56688 0.435
O -10.60211 0.58475 -20.82259 -0.759
H -10.02085 -1.99180 -16.99611 0.445
H -15.81961 -7.17510 -24.67963 0.435
H -8.63187 -2.85459 -26.43974 0.245
H -9.19353 -0.41386 -23.17331 0.514
H -9.24589 -0.13124 -18.83105 0.594
C -9.69706 -2.09099 -19.19650 0.677
C -9.12185 -3.64049 -26.88577 -0.723
H -14.86515 -6.51535 -20.98395 0.547
C -11.96701 -3.82593 -23.70593 -0.494
O -13.22083 -7.85655 -23.03308 -0.620
H -11.44806 -0.39437 -22.18310 -0.832
H -9.90637 -2.48905 -20.97363 -0.693
H -10.03322 -3.89162 -23.00651 -0.370
C -14.41824 -4.73939 -19.63051 -1.173
H -16.28862 -4.82139 -22.34678 0.139
H -13.21716 0.99479 -20.24559 0.487
H -12.55796 1.71026 -23.13564 0.300
H -10.30296 -1.60253 -23.98426 0.286
H -13.37432 0.07608 -25.91556 0.273
H -10.86440 1.92533 -22.90996 0.438
C -9.27862 -1.33635 -23.72895 -1.717
H -13.21912 -6.26255 -20.60280 0.386
H -10.11906 -3.20879 -26.90928 0.287
C -13.72558 -7.25245 -24.00489 2.844
N -10.62847 -8.02132 -21.23826 -0.265
N -10.67677 -6.77864 -23.00829 -0.137
N -12.35941 -3.21120 -22.64080 3.607
O -12.85021 -4.04836 -24.75539 -0.804
H -10.50969 -0.32767 -20.44557 0.129
O -15.44047 -4.09088 -19.80202 -0.421
H -7.75607 -1.01010 -18.72010 0.295
O -8.98092 -4.75693 -25.99971 -0.539
H -11.79651 -3.09583 -21.77939 -1.636
H -16.74350 -1.12443 -21.87143 0.349
H -8.26838 -0.86289 -20.33285 0.061
H -17.14575 -2.62312 -21.05579 0.317
C -11.66493 0.45768 -21.55346 2.602
H -8.87514 -1.07793 -24.74788 0.487
H -14.08590 -5.20003 -21.78177 -0.437
H -6.29085 -2.55177 -22.54286 0.480
H -13.73736 -0.17018 -21.39802 0.219
C -15.87738 -2.80883 -22.85157 0.520
C -11.77262 1.73027 -22.39807 -1.950
C -14.15529 -5.70910 -20.81101 -0.059
H -10.98140 -2.94831 -17.86490 0.363
H -10.60457 -8.12655 -20.17938 0.296
H -15.01342 -3.19816 -21.37078 -0.343
H -14.47445 -5.27481 -18.71854 0.784
C -15.20885 -7.63763 -23.94838 -1.875
O -13.32137 -0.59439 -24.03258 -0.328
H -12.27755 -4.25607 -19.54723 0.187
C -16.18903 -4.22105 -23.24670 -1.036
H -8.11136 -5.12461 -25.97711 0.251
H -12.42482 -1.41472 -25.56247 0.087
H -11.41287 -1.26894 -17.98497 0.212
N -10.73638 -4.20617 -23.73541 0.774
H -13.23086 -3.20226 -18.50927 0.327
H -8.61968 -3.86805 -27.79607 0.413
H -13.69156 -6.16791 -23.81723 -1.228
H -12.10037 -7.16615 -25.26937 0.179
```

=====

(2)
Entry from OMol25: 3 unconnected molecules or ions with the total composition C4H16N2O2S2 (wB97M-V/def2-TZVPD).

## Properties
- HOMO-LUMO gap (Eh) = 0.33507
- DFT total energy (a.u.) = -1218.3709
- energy relative to the best compared isomer or geometry (same formula, charge and spin) (kJ/mol) = 0.0
- SMILES string = CN[C@@H](CN)CSS.O.O
- molar mass (Da) = 188.32

```
26
Properties=species:S:1:pos:R:3:mulliken_charge:R:1
S 3.36507 0.09671 -1.90776 -0.239
C -0.65008 1.80202 -0.20318 -0.943
N -1.30335 -0.53948 2.99085 -0.557
H -0.23641 2.54297 0.49257 0.357
H -1.89052 -1.75202 -1.85071 0.312
H 1.75182 -1.50056 0.67899 0.461
N -0.89196 0.48399 0.38177 -0.479
H -0.74059 -1.89566 1.50811 0.368
C 0.23520 -0.02956 1.16025 0.088
H -1.69001 0.53817 1.00620 0.303
H -1.37519 -0.51137 -1.04725 0.524
H 0.07189 1.72970 -1.01779 0.265
C -0.28191 -1.10807 2.10767 -0.967
H -0.86657 0.04947 3.69336 0.197
O 0.72956 0.34976 -3.25526 -0.604
H -1.81013 -1.26413 3.48529 0.229
H 0.68629 0.79139 1.73813 0.432
S 2.56974 0.63068 -0.13423 -0.062
H 0.83167 -0.94177 -0.70091 0.201
H 0.56447 -1.53649 2.65272 0.397
H 0.01014 -0.11204 -2.76966 0.280
C 1.30534 -0.61330 0.22377 -0.706
H 2.44581 0.54605 -2.78370 0.221
O -1.52723 -0.86548 -1.95567 -0.733
H 0.28766 0.93329 -3.88744 0.295
H -1.59070 2.17571 -0.60613 0.358
```

=====

(3)
Entry from OMol25: H5N11P2 in the gas phase (wB97M-V/def2-TZVPD).

## Properties
- HOMO-LUMO gap (spin up / spin down) (Eh) = 0.23309 / 0.25553
- DFT total energy (a.u.) = -1287.6876
- energy relative to the best compared isomer or geometry (same formula, charge and spin) (kJ/mol) = 62.5
- molar mass (Da) = 221.07

```
18
Properties=species:S:1:pos:R:3:mulliken_charge:R:1
N -0.94138 2.82036 -2.98731 -0.606
N -0.97180 2.76339 0.32122 1.020
N 0.74995 3.87623 -0.52745 -0.313
P -0.82183 0.38957 -0.07939 0.265
N -1.26856 1.01695 -1.61751 -0.438
N -1.47041 -3.13249 0.45764 -0.170
H 0.00343 -4.23222 0.19425 0.290
H -1.47242 -4.92791 1.05644 0.275
N -2.14164 2.54023 0.79592 -0.571
N -1.12769 2.01609 -2.25917 0.962
N -0.38516 3.83445 0.20460 -0.795
P -2.57829 0.95650 1.16791 0.085
N -0.80243 -4.19432 0.85870 -0.371
H 1.18947 2.96491 -0.70345 0.182
H 1.32887 4.47120 -0.07548 0.295
N -0.85941 -2.24210 -0.14506 -0.029
H -1.61808 0.61911 2.21077 0.071
N -1.28375 -1.10860 -0.55566 -0.153
```

=====

(4)
Entry from OMol25: 21 unconnected molecules or ions with the total composition H43O21 (wB97M-V/def2-TZVPD).

## Properties
- HOMO-LUMO gap (Eh) = 0.33295
- charge = +1
- DFT total energy (a.u.) = -1605.3157
- energy relative to the best compared isomer or geometry (same formula, charge and spin) (kJ/mol) = 959.4
- molar mass (Da) = 379.32

```
64
Properties=species:S:1:pos:R:3:mulliken_charge:R:1
O -1.36272 1.74178 -0.68337 -0.190
H 3.76740 1.31807 3.41737 0.342
O 0.06504 -1.69752 2.54732 -0.651
O -1.62064 0.18156 1.50417 -0.628
H -5.49734 -1.05911 -1.31023 0.291
O -1.97662 -3.66962 -0.06083 -0.638
H 5.29815 1.50300 -1.40226 0.227
O -2.85457 2.09083 2.37335 -0.661
H 2.18975 0.99291 1.14080 0.266
H -2.49620 -2.71057 -0.19864 0.280
H 4.41464 1.89925 1.18785 0.306
H -0.55129 1.33675 -0.11811 0.014
H -0.89659 0.09609 0.92204 0.250
H 0.75469 -1.48342 -0.13282 0.091
H -2.82770 2.96435 -0.96591 0.356
O 2.92531 1.88026 3.07059 -0.604
O -3.66811 3.10243 -1.10437 -0.711
H 5.08108 0.49753 1.82607 0.361
H -4.35884 1.84999 0.04768 0.425
H -1.40868 0.34768 2.48680 0.313
O 2.83505 -3.02686 1.80875 -0.743
H -3.62475 1.30996 1.34096 0.517
H 2.18865 -3.21911 -2.84444 0.265
H -1.98351 -2.65965 -2.76879 0.248
H 2.10854 -2.65898 1.10481 0.287
H -3.30385 2.95029 2.51024 0.318
H -4.38351 0.11214 0.20739 0.465
H 2.36487 -2.27310 2.35384 0.380
H 2.93090 2.39456 3.92139 0.260
O 3.66249 -0.00941 -3.00231 -0.627
H 2.86638 0.55109 -2.67391 0.303
O -4.59051 -0.76001 -1.18606 -0.654
H -2.52112 -4.24306 -0.70223 0.300
O 0.76253 1.15397 -2.51060 -0.654
H 0.48258 -2.58322 2.71760 0.328
H -4.07098 -3.49630 1.32675 0.322
H 5.35992 -1.21229 -0.27987 0.264
H 3.80892 0.54520 -3.77163 0.315
H 0.05067 4.63448 -0.40915 0.308
H -1.12632 5.26055 0.56203 0.294
H 4.51601 -1.94187 0.88840 0.279
O -3.93151 -2.47135 1.24407 -0.539
H -2.02115 2.52814 2.12102 0.309
H -1.92025 -1.10971 -2.65477 0.253
H 2.11719 -1.80245 -3.18312 0.310
H 4.49586 0.28282 -1.25495 0.273
O -0.76920 5.05688 -0.33747 -0.612
H -0.33822 -2.34150 0.40787 0.284
H -4.23594 3.28677 -1.93619 0.317
H -1.39431 0.98150 -1.44669 0.163
O 5.05637 1.53310 1.99761 -0.679
O 4.67796 -1.16209 0.42244 -0.545
O 1.44782 0.91975 0.31434 -0.267
H -4.90228 -2.36134 1.27118 0.267
H -0.07370 1.08577 -2.89977 0.279
O -0.22113 -1.76580 -0.25634 -0.271
H -0.95316 -1.96985 2.42288 0.315
O 4.60784 1.12150 -0.96838 -0.450
O -4.34748 1.05686 0.62186 -0.310
H 1.17500 0.18360 -2.36380 0.265
O 1.62683 -2.47070 -2.61680 -0.508
H 2.17424 0.87688 -0.31490 0.113
H -4.06461 -1.54843 -1.38486 0.309
O -1.51587 -1.92097 -2.34590 -0.484
```